[1]
# C4H7NO2

C4H7NO2 in the gas phase (ωB97M-V with the def2-TZVPD basis set, the Open Molecules 2025 dataset).

Kohn-Sham gap ... 0.3934 Ha
Energy ... -361.761399 hartree
SMILES string ... O/N=C1/CC[C@H]1O
Relative energy (zero: lowest compared OMol25 entry of this formula, charge and spin) ... 313.6 kJ/mol
HOMO ... -0.3616 Eh
F_max ... 0.6 eV Å⁻¹

Each line ends with the Löwdin charge.
Geometry (Å):
1 H -1.1471 -3.1283 -0.1713  0.100
2 C -0.6420 -0.2277 -0.0338  -0.276
3 C -0.8469 1.0886 0.6602  -0.093
4 O 1.7494 -0.7290 -0.4809  -0.008
5 H 1.3774 -1.6081 -0.6526  0.082
6 H 1.2891 1.1433 1.2271  0.119
7 C 0.6907 0.1769 -0.6301  -0.311
8 C 0.6546 1.3704 0.3666  -0.093
9 H -1.5420 1.7403 0.1243  0.114
10 H 0.8922 2.3564 -0.0366  0.106
11 N -1.2737 -1.3062 0.1404  0.060
12 O -0.6555 -2.3717 -0.5286  -0.069
13 H -1.1574 1.0139 1.7063  0.114
14 H 0.5762 0.5148 -1.6740  0.157



[2]
# C24H19Cl2N3O4Rh

A molecular structure, C24H19Cl2N3O4Rh at a distorted geometry (ωB97M-V with the def2-TZVPD basis set, the Open Molecules 2025 dataset).

Kohn-Sham gap ... 0.2645 Ha
Energy ... -2421.941643 hartree
Total charge ... +1
Relative energy (zero: lowest compared OMol25 entry of this formula, charge and spin) ... 68.3 kJ/mol
HOMO ... -0.3911 Eh
F_max ... 3.7 eV Å⁻¹

Each line ends with the Löwdin charge.
Geometry (Å):
1 O -0.3652 -1.3130 -1.2646  -0.175
2 O -0.1809 1.1058 2.0563  0.025
3 H -2.9480 -2.9017 1.3434  0.146
4 N -2.5340 1.0928 0.6372  0.038
5 C 2.5887 0.1189 -0.1922  -0.142
6 H 2.1070 -4.4952 2.3713  0.111
7 H 4.6550 -1.6647 0.4442  0.109
8 H -3.0102 1.6250 -0.0887  0.115
9 C -1.2586 -2.1818 -1.5976  -0.322
10 C -1.1048 1.8279 2.4101  -0.530
11 C 3.6598 1.9405 -1.3535  0.043
12 H -3.1042 0.2846 0.8959  0.100
13 C 0.0070 2.5924 -1.0138  -0.016
14 C -1.8595 3.6045 3.8471  -0.031
15 H 4.3523 -3.7615 1.6653  0.110
16 N -2.2840 1.9261 1.7422  0.041
17 H -3.7076 -4.2875 -0.4218  0.116
18 C 3.6720 -1.9530 0.7793  -0.005
19 H -2.0008 4.3238 3.0387  0.105
20 C -3.0429 -3.8065 -1.1217  -0.046
21 H -0.8678 2.0405 -0.7007  0.065
22 C -0.1006 3.8799 -1.5143  -0.063
23 H 3.1358 4.4051 -2.3298  0.120
24 O -0.9308 2.5917 3.4724  0.029
25 H -1.4077 4.1098 4.6979  0.108
26 C -2.2259 -3.5715 -3.3967  -0.082
27 Cl -0.2602 -1.8557 -4.0607  0.753
28 H -2.8184 3.1882 4.1603  0.099
29 C 1.1138 -2.7801 1.5543  -0.071
30 C 3.4981 -3.1404 1.4499  -0.069
31 H -1.0648 4.3623 -1.5501  0.109
32 C 2.2651 3.8971 -1.9456  -0.011
33 C 2.4044 2.6184 -1.4221  -0.142
34 O -1.6172 -1.4012 1.2227  -0.183
35 C 2.2327 -3.5636 1.8432  -0.048
36 C -3.0612 -4.1789 -2.4668  -0.684
37 Cl -4.1372 -5.4036 -2.9696  0.720
38 N 1.3276 0.7292 -0.3318  0.003
39 H -2.2369 -3.8645 -4.4322  0.115
40 H -3.0785 2.3737 2.1823  0.144
41 C -1.3465 -2.5808 -2.9550  -0.582
42 C 1.0224 4.5382 -1.9758  -0.058
43 H 0.1345 -3.1368 1.8363  0.097
44 H 4.5366 2.4038 -1.7791  0.127
45 C 2.5627 -1.1178 0.5090  -0.165
46 C 1.2531 1.9478 -0.9080  -0.190
47 C -2.2477 -2.3881 0.6849  -0.121
48 H 4.6717 0.2148 -0.6255  0.115
49 H 0.9452 5.5383 -2.3712  0.110
50 C 1.2964 -1.5661 0.9518  -0.100
51 C -2.1796 -2.8023 -0.6536  -0.127
52 C 3.7270 0.7234 -0.7297  0.018
53 Rh -0.1870 -0.2881 0.3762  1.171



[3]
# C9H30O6

6 unconnected molecules or ions with the total composition C9H30O6 at a distorted geometry (ωB97M-V with the def2-TZVPD basis set, the Open Molecules 2025 dataset).

Kohn-Sham gap ... 0.3864 Ha
Energy ... -812.305776 hartree
SMILES string ... CC(C)O.CC(C)O.CC(C)O.O.O.O
Relative energy (zero: lowest compared OMol25 entry of this formula, charge and spin) ... 94.2 kJ/mol
HOMO ... -0.3707 Eh
F_max ... 3.9 eV Å⁻¹

Each line ends with the Löwdin charge.
Geometry (Å):
1 H 1.2441 -0.8393 0.6273  0.008
2 C 2.4425 3.2599 1.3335  -0.016
3 H 1.2536 0.4783 1.3729  -0.030
4 H -1.3517 -3.7825 -2.6478  0.100
5 H -3.2495 -3.3318 -0.5162  0.081
6 H -0.6153 -1.2962 -1.2562  0.044
7 H -1.9893 0.3533 -0.9429  0.134
8 H 2.9373 3.3682 2.2987  0.083
9 H -0.1388 1.7967 -2.9906  0.096
10 H -1.2539 -4.8816 -1.1326  0.135
11 H -0.3502 1.8215 2.2665  0.104
12 H -2.4688 -3.8765 1.0720  0.086
13 O -1.1130 -3.1558 -1.9609  -0.082
14 O 2.6656 0.0899 -2.2019  -0.056
15 C 0.1618 -3.6460 -0.0074  -0.025
16 H -0.2196 1.8076 -1.1407  0.065
17 H 0.6790 5.1897 2.2486  0.088
18 C -2.1509 -0.3036 -3.0126  -0.026
19 O 1.5468 -1.1272 4.0881  -0.060
20 C -1.1759 -3.8739 -0.7246  -0.474
21 O -0.2273 -0.4763 -1.5707  -0.067
22 H -1.4946 2.4649 -2.2329  0.084
23 H 1.7418 -0.1425 -2.1083  -0.014
24 O 1.7699 -0.3153 1.2316  -0.049
25 H -0.7467 4.2104 2.3607  0.082
26 H 1.5274 -0.5070 4.8168  0.023
27 H -2.9310 0.3924 -3.3211  0.068
28 H 2.7867 2.2833 0.9932  0.065
29 H 0.3994 3.1939 0.5348  0.118
30 H 1.6950 -0.5837 3.3142  -0.019
31 C 0.8897 3.1502 1.5074  -0.448
32 H -1.4954 -0.5597 -3.8449  0.082
33 H 0.6229 3.9508 3.4599  0.092
34 H 0.1705 -2.5871 0.2510  0.055
35 C -0.7427 1.6889 -2.0896  -0.049
36 H 2.9122 0.4424 -1.3468  0.014
37 C -1.3134 0.3453 -1.7981  -0.494
38 H 0.1457 -4.3476 0.8266  0.092
39 C -2.3594 -3.3727 0.1116  -0.035
40 H -2.6277 -1.1828 -2.5792  0.049
41 C 0.3403 4.1697 2.4302  -0.071
42 H -2.1167 -2.3290 0.3115  0.070
43 H 2.6442 4.0599 0.6211  0.085
44 O 0.5878 1.8397 2.0630  -0.079
45 H 0.9679 -3.8387 -0.7153  0.093



[4]
# C48H42F4N3O

2 unconnected molecules or ions with the total composition C48H42F4N3O at a distorted geometry (ωB97M-V with the def2-TZVPD basis set, the Open Molecules 2025 dataset).

Kohn-Sham gap ... 0.1029 Ha
Energy ... -2492.968083 hartree
Total charge ... +1
Relative energy (zero: lowest compared OMol25 entry of this formula, charge and spin) ... 21.1 kJ/mol
HOMO ... -0.3204 Eh
F_max ... 3.7 eV Å⁻¹

Each line ends with the Löwdin charge.
Geometry (Å):
1 C -1.8590 2.3528 6.2854  -0.065
2 H -3.5733 3.1226 0.8814  0.131
3 C 5.8689 2.5379 -4.7603  0.119
4 F -2.4255 0.6778 -6.0114  0.062
5 C 4.4039 0.7971 -3.8385  0.072
6 H 1.1753 3.6915 -3.7206  0.134
7 N -0.9259 -0.4424 1.9897  0.146
8 C 4.7342 3.3129 -4.9767  -0.205
9 N 0.6103 -1.1325 3.4336  0.210
10 H -2.7052 2.7918 -2.3148  0.119
11 C -1.8809 0.8715 -1.8221  -0.027
12 H 1.9776 -2.0598 -0.7057  0.077
13 C -0.4826 2.1670 6.0911  -0.067
14 H 5.3473 -5.9842 1.8350  0.086
15 C 1.9323 1.0021 -3.9883  0.122
16 F 6.7451 0.4422 -4.0401  0.055
17 C 0.2936 0.8992 -0.7102  -0.035
18 C -0.7792 2.9610 -1.3638  -0.118
19 H -0.7811 4.0572 -1.3831  0.119
20 H -0.2089 2.0363 1.8052  0.079
21 H -0.2774 -0.2340 -4.8107  0.126
22 C 5.6492 1.2701 -4.2079  -0.205
23 C -4.4015 -0.1665 0.7557  0.010
24 H 4.2969 -0.1939 -3.3941  0.136
25 C -3.4852 2.0401 1.0126  -0.002
26 H 4.1113 -4.2764 0.2537  0.127
27 H -3.8619 1.8070 5.6255  0.114
28 C -1.4272 1.4600 -5.4798  -0.216
29 C -1.2074 2.4776 1.8838  -0.024
30 H 2.5130 -5.6281 4.0198  0.124
31 C 2.7606 -1.9822 0.0600  -0.038
32 C 0.3105 2.2868 -0.8079  -0.107
33 C -1.5972 2.8421 -5.5332  0.111
34 C -2.3372 0.6978 4.5793  -0.021
35 F 4.8993 4.5651 -5.5310  0.064
36 C 3.4239 -4.1448 1.0964  0.004
37 N 0.7430 -1.8065 2.2310  0.064
38 H -2.4609 3.2971 -5.9999  0.147
39 H 1.1668 2.8352 -0.4181  0.116
40 C 4.3151 -6.2807 2.0576  -0.046
41 H 0.9100 -2.7538 4.9597  0.074
42 H -1.2087 -1.4893 -3.2980  0.060
43 C -5.8090 1.8033 0.0893  -0.042
44 C 3.4552 2.8800 -4.6745  0.072
45 C -0.0269 1.2411 5.1519  -0.022
46 C -0.3424 0.8504 -4.8772  0.064
47 H -0.7372 -3.0053 -2.4518  0.091
48 C 2.5296 -4.9022 3.1983  0.009
49 H -5.7416 2.8961 0.0749  0.078
50 H 0.2391 2.7372 6.6826  0.112
51 C -3.2340 -0.7419 1.2759  -0.187
52 H 1.8693 -0.0718 -3.7926  0.142
53 H 1.0393 1.0574 5.0029  0.118
54 C 3.2357 1.5786 -4.1261  -0.160
55 H 3.9919 -6.9610 1.2600  0.090
56 H -1.3431 2.8732 2.9006  0.093
57 C -2.7854 1.6416 5.5058  -0.059
58 H -4.2812 -2.5531 1.5741  0.092
59 C -1.2947 -2.0630 -2.3584  -0.038
60 H -0.3274 -3.7425 4.1324  0.091
61 H -2.7469 -2.5015 2.4592  0.091
62 F -0.8445 4.9629 -4.7795  0.059
63 C -0.6270 3.6045 -4.8875  -0.214
64 H -3.0484 0.0816 4.0236  0.120
65 C 1.6750 -2.8883 2.1834  -0.098
66 C 0.4995 3.0524 -4.2930  0.032
67 H 3.7164 -2.1541 -0.4528  0.084
68 C -2.1659 0.1132 1.5688  -0.158
69 H -2.7457 0.3023 -2.1756  0.128
70 H 1.1394 0.3481 -0.2906  0.097
71 C -0.4025 -0.3204 3.2840  -0.169
72 C -0.4081 -1.9952 0.0118  -0.360
73 H -1.2397 3.3345 1.1941  0.081
74 C 3.4045 -5.0883 2.1232  -0.251
75 H 6.8581 2.8879 -5.0335  0.148
76 C -4.5407 1.2153 0.6352  -0.261
77 H -5.9977 1.4547 -0.9351  0.088
78 C -2.2882 1.5088 1.5093  -0.187
79 H -2.2177 3.0411 7.0573  0.112
80 C 2.6012 -3.0140 1.1254  -0.184
81 C 0.7353 -3.6888 4.4160  -0.047
82 H 2.6261 3.5209 -4.9384  0.110
83 C -0.1174 -1.3322 1.3158  -0.047
84 H 4.3159 -6.8370 2.9994  0.079
85 C -0.9497 0.5444 4.3359  -0.158
86 C -0.8017 0.1654 -1.2244  -0.210
87 H 2.7688 -0.9600 0.4581  0.082
88 H -2.3610 -2.3194 -2.2417  0.096
89 C -0.7812 -1.2675 -1.2086  -0.179
90 C -3.2316 -2.2228 1.5130  -0.010
91 H -6.6762 1.5191 0.7002  0.090
92 C -1.8647 2.2586 -1.8693  -0.084
93 H -5.2201 -0.8302 0.4697  0.130
94 H 0.9344 -4.5362 5.0874  0.084
95 C 1.6594 -3.8117 3.2501  -0.181
96 O -0.3573 -3.2498 -0.0250  0.014
97 C 0.7270 1.6476 -4.3674  -0.186
98 H -2.7662 -2.7892 0.6931  0.084



[5]
# CH2ClNO2

2 unconnected molecules or ions with the total composition CH2ClNO2 at a distorted geometry (ωB97M-V with the def2-TZVPD basis set, the Open Molecules 2025 dataset).

Kohn-Sham gap (alpha / beta) ... 0.3334 / 0.3334 Ha
Energy ... -704.561154 hartree
Relative energy (zero: lowest compared OMol25 entry of this formula, charge and spin) ... 418.2 kJ/mol
HOMO (alpha / beta) ... -0.3513 / -0.3512 Eh
F_max ... 5.2 eV Å⁻¹

Each line ends with the Löwdin charge.
Geometry (Å):
1 O 1.3658 -1.3482 -0.3587  0.042
2 O 1.7577 0.7245 0.2025  0.066
3 H -1.2923 -0.6163 -0.6238  -0.005
4 Cl -1.2276 1.7684 -0.2603  0.560
5 H -0.7707 -0.3807 1.1160  0.082
6 C -0.9535 0.0459 0.0782  -0.372
7 N 1.1206 -0.1937 -0.1540  -0.373



[6]
# C18H25ClN4O3

2 unconnected molecules or ions with the total composition C18H25ClN4O3 at a distorted geometry (ωB97M-V with the def2-TZVPD basis set, the Open Molecules 2025 dataset).

Kohn-Sham gap ... 0.3289 Ha
Energy ... -1605.878595 hartree
SMILES string ... CNC(=O)[C@H](CC(C)C)NC(C)=O.Oc1ccc(Cl)cc1-c1cc[nH]n1
HOMO ... -0.3036 Eh
F_max ... 1.9 eV Å⁻¹

Each line ends with the Löwdin charge.
Geometry (Å):
1 C -1.7814 -3.0572 0.4134  -0.066
2 C -2.5030 4.9327 0.0623  -0.215
3 C 5.0433 -2.5346 -1.1316  -0.053
4 H -3.7443 7.6428 1.5317  0.119
5 H -1.1900 0.1576 1.4662  0.081
6 H -2.0875 -2.8309 -0.6080  0.087
7 H 2.1099 -6.4601 1.6115  0.088
8 H 0.7599 -5.6765 0.7683  0.076
9 C 0.4012 4.0499 -2.2162  -0.664
10 H -0.0258 -1.4376 -0.9383  0.120
11 H 1.8813 -2.3845 2.0496  0.160
12 Cl 1.7163 4.8679 -3.0196  0.642
13 O 2.4075 -4.4678 3.0400  0.037
14 H 5.2132 -1.4583 -1.1958  0.087
15 C -1.5693 4.1500 -0.7707  -0.093
16 C 0.3181 -1.6455 0.0760  -0.119
17 H 5.8818 -3.0001 -0.6121  0.084
18 O -2.7729 2.1119 -0.3522  0.040
19 H 0.9183 2.1045 -2.9826  0.109
20 C -2.4367 6.3615 0.3190  -0.025
21 N -3.5424 4.4249 0.6985  0.063
22 C -0.8386 2.0335 -1.7291  0.000
23 C -1.7321 2.7622 -0.9440  -0.261
24 N 3.7951 -2.7945 -0.4166  0.022
25 C -0.9138 -1.9235 0.9653  -0.429
26 H -2.1612 -0.4013 0.0892  0.068
27 C 1.8100 -5.5848 1.0371  0.011
28 N 1.7525 -3.1434 1.3975  0.091
29 C -1.7775 -0.6715 1.0722  -0.084
30 C -0.4888 4.7772 -1.4215  -0.049
31 H 2.4223 -5.5127 0.1411  0.080
32 H 4.9793 -2.9370 -2.1444  0.086
33 H 0.8754 -3.6440 -0.4469  0.140
34 H -0.9868 0.9652 -1.8443  0.111
35 H -1.6963 7.0553 -0.0620  0.099
36 H 0.8167 -0.7472 0.4427  0.125
37 H -1.2257 -3.9929 0.4273  0.060
38 C 1.3571 -2.7883 0.0244  -0.200
39 H -2.6164 -0.8529 1.7432  0.081
40 O 2.4321 -1.8592 -1.9244  0.054
41 C 2.5786 -2.4491 -0.8623  -0.458
42 C 2.0025 -4.3525 1.8959  -0.568
43 H 3.8485 -3.2469 0.4832  0.122
44 H -3.2763 2.7958 0.1504  0.058
45 N -4.1398 5.4670 1.3460  -0.011
46 C -3.4827 6.6658 1.1329  -0.083
47 C 0.2276 2.6731 -2.3667  -0.090
48 H -0.3180 5.8439 -1.3292  0.100
49 H -4.9770 5.3720 1.9263  0.160
50 H -0.5944 -2.1833 1.9739  0.125
51 H -2.6698 -3.1766 1.0336  0.080



[7]
# C4H10O2Pm

A molecular structure, C4H10O2Pm at a distorted geometry (ωB97M-V with the def2-TZVPD basis set, the Open Molecules 2025 dataset).

2S+1 ... 6
Kohn-Sham gap (alpha / beta) ... 0.2852 / 0.2904 Ha
Energy ... -916.502925 hartree
Total charge ... +2
Relative energy (zero: lowest compared OMol25 entry of this formula, charge and spin) ... 146.6 kJ/mol
HOMO (alpha / beta) ... -0.6140 / -0.6146 Eh
F_max ... 5.1 eV Å⁻¹

Each line ends with the Mulliken spin population.
Geometry (Å):
1 H 0.4151 -0.9496 -1.9957  0.000
2 C 0.9704 -0.7114 3.0251  -0.001
3 H -1.3255 0.8218 -2.0658  0.000
4 H 1.9718 -0.2705 -1.5975  0.000
5 H 0.9780 1.5414 -0.2713  -0.002
6 H 1.1744 -1.4070 3.8521  0.000
7 Pm -2.1903 0.5899 2.1009  5.004
8 C 0.4778 0.4141 -0.2397  -0.001
9 H -1.5775 -0.9257 -1.7792  -0.001
10 H 0.7243 0.7878 -2.3268  0.000
11 C 0.8998 -0.0370 -1.6227  0.000
12 H 1.1571 0.4741 0.6258  -0.001
13 H 1.7787 -0.1070 2.5852  0.000
14 O -0.9436 0.2652 -0.1377  0.001
15 H -2.7477 0.2465 -1.1701  0.000
16 O -0.0831 -0.8087 2.3582  -0.001
17 C -1.6796 0.0761 -1.3409  0.003



[8]
# C4H3NO2

C4H3NO2 in the gas phase at a distorted geometry (ωB97M-V with the def2-TZVPD basis set, the Open Molecules 2025 dataset).

Kohn-Sham gap ... 0.3516 Ha
Energy ... -359.228199 hartree
SMILES string ... c1onc2c1OC2
Relative energy (zero: lowest compared OMol25 entry of this formula, charge and spin) ... 635.8 kJ/mol
HOMO ... -0.3359 Eh
F_max ... 9.3 eV Å⁻¹

Each line ends with the Löwdin charge.
Geometry (Å):
1 O -0.7599 0.9753 1.3214  -0.070
2 H 0.4870 -2.2295 1.0966  0.075
3 N 0.6754 -0.2928 -1.3876  0.098
4 C -0.4134 -0.2532 0.6394  -0.101
5 C 0.4013 -1.4600 0.4940  -0.024
6 O 0.6571 -1.4308 -0.7479  -0.057
7 H 0.5467 2.3938 0.4236  0.141
8 C -0.2136 0.4118 -0.6505  -0.119
9 H -1.1344 2.5585 -0.2923  0.126
10 C -0.4084 1.7965 0.1667  -0.069